1.
22
Properties=species:S:1:pos:R:3 method="wB97M-V/def2-TZVPD" spin_multiplicity=2 gap_ha="0.1047 / 0.3034" charge=-1
C -2.60544 0.42408 0.28916
C -1.23328 0.33125 0.95186
C -0.13654 0.60505 0.21740
C 0.00558 0.80346 -1.20785
C 0.80335 1.68247 -1.83806
C -1.21860 -0.06464 2.37401
H -2.94819 -0.60668 0.17532
H -2.49751 0.90068 -0.67654
H -3.30839 1.08485 0.81497
H 0.80605 0.47147 0.75892
H -0.62292 0.21421 -1.87819
H 1.61155 2.23814 -1.35541
H 0.89605 1.83279 -2.90999
H -0.47349 -0.82465 2.64047
H -2.18010 -0.51097 2.65447
H -1.05900 0.71641 3.13442
H 3.28208 -1.26497 -1.98290
H 2.78386 0.06586 -1.14656
O 2.53372 -0.79912 -1.53754
H 1.16386 -2.70158 -0.07048
H 2.44672 -1.94700 0.07981
O 1.95064 -2.65112 0.51272

2.
19
Properties=species:S:1:pos:R:3 method="wB97M-V/def2-TZVPD" gap_ha=0.2279 charge=+1
C -1.59230 0.55888 -1.92138
C -1.02670 0.78024 -0.46423
C 0.45994 0.65824 -0.32676
C 1.18470 -0.63115 -0.26108
N 0.42298 -1.90323 -0.13422
N 0.58932 0.55355 2.70352
H -1.63616 -0.52960 -1.97973
H -2.55760 1.04038 -2.10798
H -0.92356 0.91037 -2.71395
H -1.32326 1.82262 -0.21848
H -1.51422 0.18999 0.32512
H 0.93435 1.45159 -0.93540
H 1.91433 -0.64761 0.53748
H 1.91170 -0.83093 -1.08089
H -0.28624 -1.80904 0.58520
H 0.07930 1.20872 3.26400
H -0.01129 -2.21008 -0.99572
H 0.63641 0.53320 1.70115
H 1.38323 0.16925 3.19298

3.
22
Properties=species:S:1:pos:R:3 method="wB97M-V/def2-TZVPD" smiles="CCOC(=O)[C@@](C)(C#N)CS" gap_ha=0.3673
C 0.85694 -1.31676 -0.95681
C -0.19034 0.26978 0.55139
C -2.78885 0.75723 -0.74919
C 0.63193 -1.81496 1.52534
C -1.54401 1.70325 -0.69882
C 2.45897 -0.16996 0.46497
C 0.84939 -0.76706 0.38598
N 0.97832 -1.62083 -2.04510
O -0.71464 0.52254 1.62144
O -0.45369 0.75292 -0.59794
S 2.60897 1.30233 -0.65563
H -2.71758 0.05693 0.07565
H -3.74590 1.33910 -0.74094
H -2.84729 0.18962 -1.70865
H -0.23598 -2.49123 1.34619
H 1.46155 -2.39766 1.47032
H 0.65560 -1.34679 2.49166
H -1.58271 2.54768 0.08101
H -1.47749 2.27503 -1.64693
H 2.87559 0.30561 1.43883
H 3.06080 -0.97945 -0.02203
H 1.86040 0.88269 -1.63074

4.
76
Properties=species:S:1:pos:R:3 method="wB97M-V/def2-TZVPD" spin_multiplicity=5 gap_ha="0.2556 / 0.2632" charge=-1
Fe 0.94655 -0.17360 0.93055
C -2.29620 -0.83772 0.64695
N -1.44465 0.13252 1.36957
C -1.21432 1.48500 -0.62160
C -0.00016 2.34246 -0.93597
N 1.22500 1.91848 -0.23586
C 1.52314 2.85622 0.87001
C 2.39595 1.77996 -1.07967
C 2.52828 2.52756 -2.24800
C 3.64055 2.40317 -3.06654
C 4.65118 1.52486 -2.70229
C 4.54377 0.80246 -1.52487
C 3.43107 0.91025 -0.67817
S 3.37156 -0.02876 0.80765
C -1.72940 0.13841 2.79253
C -3.04289 -0.00802 3.22990
C -3.35374 -0.02397 4.57484
C -2.32419 0.13224 5.50000
C -1.02231 0.29434 5.06939
C -0.68405 0.30709 3.70365
S 0.98190 0.53965 3.22965
H -3.29165 -0.42945 0.44205
H -2.39969 -1.71769 1.27608
H -1.81586 -1.14000 -0.28057
H -2.04700 1.79358 -1.25578
H -0.94130 0.46992 -0.89830
H -0.18010 3.40526 -0.76596
H 0.12962 2.20366 -2.00283
H 1.78259 3.84200 0.46075
H 2.35050 2.47085 1.45969
H 0.65846 2.94122 1.52588
H 1.75712 3.23231 -2.53207
H 3.70780 2.98438 -3.97789
H 5.52280 1.40269 -3.33486
H 5.32718 0.11435 -1.23175
H -3.83744 -0.09884 2.49992
H -4.38089 -0.13926 4.89812
H -2.54142 0.12698 6.56269
H -0.21809 0.41391 5.78547
C -3.61305 4.48070 1.32401
C -2.42094 3.71507 0.75071
C -2.22578 2.40839 1.46698
N -1.68016 1.46780 0.78124
H -3.67241 5.49171 0.91284
H -3.52885 4.53973 2.40902
H -4.54816 3.96633 1.09242
H -1.50736 4.29157 0.94347
H -2.52438 3.64131 -0.33959
C -0.90370 -4.13084 -0.00166
Si 0.67506 -3.11548 0.17241
C 2.11870 -4.25488 -0.22016
C 0.82240 -2.83172 2.03618
C 0.62817 -1.55801 -0.80969
Si 0.31616 -1.71300 -2.59941
C -1.14120 -2.81636 -3.05575
C 1.82040 -2.38527 -3.50732
C -0.02121 -0.08975 -3.49787
H -0.96468 -4.86498 0.80795
H -0.93070 -4.67418 -0.94696
H -1.79762 -3.50001 0.04531
H 2.10238 -5.16685 0.38690
H 3.05440 -3.72127 -0.01897
H 2.12253 -4.54611 -1.27492
H 0.71222 -3.78719 2.56215
H 0.05847 -2.16025 2.44608
H 1.80134 -2.43367 2.31740
H 1.67452 -1.18305 -0.82306
H -0.88686 -3.87311 -2.95674
H -1.42971 -2.64040 -4.09744
H -2.01417 -2.62352 -2.42372
H 2.07220 -3.39382 -3.16682
H 2.68363 -1.74264 -3.29509
H 1.67603 -2.41600 -4.59341
H -0.87799 0.45257 -3.08688
H -0.22443 -0.28031 -4.55715
H 0.86512 0.54900 -3.44481

5.
117
Properties=species:S:1:pos:R:3 method="wB97M-V/def2-TZVPD" gap_ha=0.2081 charge=+1
C -5.90509 2.34211 0.07159
C -4.92239 3.36347 -0.60903
B -4.16601 2.82700 -1.89051
O -4.09273 3.65053 -3.02788
S -3.26549 1.16641 -2.05886
Br -4.78932 -0.44982 -2.36146
I -2.08508 0.72869 0.02733
H -5.91344 1.33450 -0.37293
H -5.68509 2.25490 1.14867
H -6.94324 2.71551 0.01503
H -4.22856 3.80829 0.13655
H -5.53444 4.21841 -0.95807
H -4.36099 3.08929 -3.77104
C 2.40411 4.91504 0.85845
C 1.10830 4.13974 0.86102
C -0.07438 4.91274 0.34223
O -1.16750 4.28322 1.02751
C -0.66561 3.79188 2.19451
O -1.33015 3.37935 3.08800
O 0.68641 3.83615 2.19847
H 3.19226 4.33579 1.34095
H 2.71685 5.15232 -0.15867
H 2.30655 5.84488 1.42197
H 1.23508 3.19251 0.32582
H -0.19332 4.82795 -0.73722
H -0.05544 5.97005 0.61850
C 0.99717 -3.90691 2.54622
C 1.21076 -2.43107 2.78251
C -0.05895 -1.64147 2.92075
O 0.35240 -0.33909 2.47207
C 1.37544 -0.52958 1.59778
O 1.81418 0.32352 0.89100
O 1.81602 -1.80467 1.63205
H 1.94644 -4.39992 2.34912
H 0.53235 -4.38116 3.40878
H 0.36748 -4.07437 1.66864
H 1.87340 -2.27915 3.63611
H -0.42216 -1.60372 3.94335
H -0.86213 -1.99652 2.26598
C 4.81080 5.78742 4.03426
C 5.67170 6.38360 2.94420
C 6.64137 7.42813 3.42625
O 6.81039 8.23860 2.25858
C 5.67019 8.13316 1.53560
O 5.39523 8.82303 0.60962
O 4.88102 7.13560 2.01023
H 4.06308 5.11793 3.60676
H 5.41629 5.22631 4.74635
H 4.26638 6.56659 4.57097
H 6.18196 5.58938 2.38985
H 7.59265 7.00646 3.74615
H 6.23853 8.05395 4.22701
C 6.05862 -5.04416 -0.69932
C 4.78454 -5.85636 -0.68441
C 3.57269 -5.11428 -1.17929
O 2.51142 -5.77711 -0.48367
C 3.03877 -6.26321 0.66965
O 2.39944 -6.69491 1.57093
O 4.39267 -6.18201 0.65613
H 6.87107 -5.60306 -0.23378
H 6.34768 -4.79015 -1.71960
H 5.94016 -4.12270 -0.12611
H 4.92888 -6.79428 -1.22965
H 3.43885 -5.19416 -2.25702
H 3.56779 -4.05849 -0.89352
C -0.75099 -2.95262 9.34801
C 0.22269 -2.44092 8.31221
C -0.42145 -1.70379 7.17017
O 0.51741 -1.92119 6.10863
C 1.14667 -3.09771 6.37177
O 1.84531 -3.67602 5.60441
O 0.86852 -3.52392 7.62611
H -0.23240 -3.56281 10.08792
H -1.24621 -2.12689 9.85967
H -1.50955 -3.58955 8.88927
H 0.99907 -1.83610 8.79064
H -0.54406 -0.64018 7.36804
H -1.38488 -2.12763 6.87301
C -6.17287 -3.79446 -2.87078
C -7.46532 -4.57187 -2.83545
C -8.66406 -3.80445 -3.32174
O -9.73195 -4.43524 -2.61083
C -9.20584 -4.92642 -1.45830
O -9.84432 -5.33661 -0.54961
O -7.84737 -4.87948 -1.48810
H -5.36884 -4.37090 -2.41160
H -5.88972 -3.55445 -3.89226
H -6.25969 -2.86474 -2.29649
H -7.34987 -5.51438 -3.37669
H -8.81043 -3.88896 -4.39728
H -8.64071 -2.74607 -3.04334
C 7.03739 7.67517 -1.57754
C 8.06451 8.11433 -2.59384
C 7.48892 8.84058 -3.77887
O 8.44959 8.55607 -4.80036
C 9.02283 7.36598 -4.48526
O 9.71797 6.74112 -5.21415
O 8.68825 6.98616 -3.22480
H 7.50754 7.06694 -0.80202
H 6.55687 8.53167 -1.10621
H 6.26926 7.05306 -2.04278
H 8.84846 8.70309 -2.10721
H 7.40289 9.91364 -3.61596
H 6.51929 8.44647 -4.09604
C -6.70107 -8.54740 -8.28966
C -6.92047 -7.76198 -7.01791
C -7.97005 -6.68977 -7.12696
O -7.53393 -5.74659 -6.13851
C -6.18877 -5.88291 -6.03009
O -5.48357 -5.12424 -5.44372
O -5.75771 -6.98985 -6.67529
H -5.86088 -9.23249 -8.17287
H -7.58916 -9.12339 -8.55042
H -6.45429 -7.88369 -9.12033
H -7.12886 -8.44186 -6.18610
H -8.97126 -7.05296 -6.90206
H -7.97872 -6.19188 -8.09991

6.
50
Properties=species:S:1:pos:R:3 method="wB97M-V/def2-TZVPD" smiles="Cc1ccc([C@H](C(=O)NC2CCCCC2)N2CCCC2)cc1" gap_ha=0.3485
C 3.37910 4.22606 0.15827
C 2.76869 2.86782 -0.01019
C 2.50115 2.36640 -1.27856
C 1.92280 1.12262 -1.44294
C 1.59349 0.34405 -0.34023
C 1.85210 0.84474 0.92983
C 2.43830 2.08693 1.08917
H 2.63828 2.45626 2.08536
H 1.61124 0.24981 1.79836
C 0.88852 -0.97434 -0.53826
N 1.15877 -1.92006 0.53720
C 0.47902 -3.19511 0.33882
H 0.38466 -3.67083 1.32000
C 1.38007 -4.04857 -0.57697
H 1.05206 -3.96849 -1.61291
H 1.34351 -5.09853 -0.29303
C 2.78015 -3.44334 -0.39144
H 3.16289 -3.04621 -1.33133
H 3.49798 -4.17021 -0.01634
C 2.56276 -2.30271 0.62301
H 2.73896 -2.66737 1.63972
H 3.21110 -1.44656 0.44311
H -0.51826 -3.04658 -0.07346
C -0.60381 -0.57949 -0.56196
O -1.17253 -0.36608 -1.61065
N -1.09986 -0.47486 0.68166
H -0.42640 -0.73139 1.38988
C -2.36505 0.05234 1.18579
C -3.60793 -0.67329 0.65071
C -4.07524 -0.19078 -0.71924
C -4.25810 1.32201 -0.72165
C -2.92850 1.98754 -0.38642
C -2.47130 1.57488 1.00867
H -3.19203 1.94721 1.74167
H -1.50006 2.02297 1.23346
H -3.02551 3.07506 -0.42480
H -2.18550 1.68452 -1.12298
H -4.60141 1.65087 -1.70381
H -5.01358 1.61033 0.01528
H -5.01492 -0.68844 -0.96965
H -3.33365 -0.45334 -1.47160
H -4.41190 -0.50957 1.37372
H -3.40220 -1.74558 0.61876
H -2.31779 -0.14949 2.26374
H 1.13299 -1.37320 -1.53473
H 1.71349 0.75252 -2.43589
H 2.74948 2.95911 -2.14740
H 3.78537 4.34972 1.15919
H 2.62419 4.99656 -0.00143
H 4.17439 4.38410 -0.56751